Record 1
Here is C15H16BrClN2OZr as an isolated structure at a distorted geometry from the OMol25 dataset. Energies are from ωB97M-V with the def2-TZVPD basis set.

Maximum force ... 0.0615 hartree/bohr
Net charge ... +2
2S+1 ... 1
E_HOMO ... -0.550 Ha
Molecular weight ... 446.89 g mol⁻¹
Frontier orbital gap ... 8.150 eV

```
37
Properties=species:S:1:pos:R:3:mulliken_charge:R:1
Zr -0.55209 -0.00919 0.49975 0.9993
N -1.60172 -2.11803 -2.94964 -0.3341
C -0.88751 -1.54287 -2.01237 0.7473
O -1.44654 -1.15748 -0.92403 -0.6091
C 0.55864 -1.32253 -2.14266 -0.6530
C 1.02701 -0.87005 -0.77963 -1.2719
H -2.58487 -2.16651 -2.83716 0.2796
H -1.07766 -2.48592 -3.80808 0.2727
H 0.67207 -0.56704 -2.89875 0.2815
H 0.90097 -2.27907 -2.66961 0.4991
H 2.01797 -0.47219 -0.64446 0.6232
H 1.21180 -1.68542 0.03871 0.4662
Br -1.91872 -2.27915 2.21907 -0.1469
C -0.40721 -1.64047 3.21701 0.5642
C -0.26722 -1.97067 4.56813 -0.5196
C 0.86639 -1.46821 5.22386 -0.2165
C 1.65694 -0.56047 4.53144 -0.7336
C 1.41281 -0.25850 3.22936 -0.1826
N 0.36093 -0.75222 2.58354 -0.0671
H -1.03860 -2.57636 5.03228 0.3745
H 1.04009 -1.73129 6.24936 0.4572
H 2.45493 -0.06319 5.12507 0.3406
H 2.03998 0.46771 2.73690 0.4923
Cl 0.49536 2.45623 1.09821 -0.1778
C 0.25666 2.25604 -0.67205 1.1221
C 1.28877 2.72755 -1.46790 -0.8499
C 1.11255 2.52249 -2.84014 -0.2164
C -0.06111 1.92087 -3.36355 -0.9773
C -1.02606 1.47742 -2.55067 -0.6086
C -0.96734 1.82352 -1.17090 0.0963
C -2.15720 1.53885 -0.23414 -0.8026
H 2.07010 3.24155 -0.99864 0.5505
H 1.90467 2.99617 -3.42888 0.4345
H -0.11586 1.95047 -4.45487 0.4254
H -1.89257 1.03144 -2.93828 0.5968
H -2.94768 1.14773 -0.87692 0.3395
H -2.39871 2.41879 0.31066 0.4044
```



Record 2
Here is one molecule with the formula C15H16BrN3O from the OMol25 dataset. Energies are from ωB97M-V with the def2-TZVPD basis set.

Maximum force ... 0.0126 hartree/bohr
2S+1 ... 1
E_HOMO ... -0.321 Ha
Molecular weight ... 334.22 g mol⁻¹
Frontier orbital gap ... 8.426 eV
SMILES ... O=C(/C=C/c1ccc(Br)cc1)NCCCn1ccnc1

```
36
Properties=species:S:1:pos:R:3:mulliken_charge:R:1
O -0.62996 1.86944 -1.75840 -0.6253
C -0.77756 0.81663 -1.16726 0.3461
C -0.27433 -0.46363 -1.71616 -0.5244
C -0.83189 -1.66061 -1.51240 -0.1495
C -0.39756 -2.92491 -2.08382 0.9236
C 0.75896 -3.05520 -2.85753 -0.4431
C 1.13348 -4.27794 -3.37545 -0.6237
C 0.34957 -5.39323 -3.12432 0.0766
Br 0.86449 -7.08135 -3.83674 -0.1847
C -0.80170 -5.29702 -2.36009 -0.5511
C -1.16500 -4.06891 -1.84569 -0.4701
N -1.41652 0.73526 0.02870 -0.1126
C -1.93545 1.90114 0.70246 -0.8752
C -1.04209 2.35475 1.85895 -0.2364
C 0.32818 2.82683 1.35855 -0.8184
N 1.15677 3.26044 2.44867 0.2527
C 1.94621 2.46877 3.23510 -0.2220
C 2.48105 3.29055 4.18418 -0.5035
N 2.03391 4.55983 4.00245 -0.6501
C 1.24593 4.50870 2.96541 -0.0074
H 0.55682 -0.33520 -2.39357 0.3271
H -1.71323 -1.73734 -0.88579 0.3467
H 1.37708 -2.19454 -3.05654 0.2775
H 2.02856 -4.36911 -3.97140 0.4191
H -1.40357 -6.17257 -2.17128 0.4085
H -2.06369 -3.99331 -1.25061 0.3326
H -1.41204 -0.13438 0.53595 0.2353
H -1.99941 2.69071 -0.05010 0.3809
H -2.93936 1.67925 1.07659 0.3661
H -0.90585 1.53312 2.56727 0.2970
H -1.53385 3.17396 2.38620 0.2861
H 0.83460 2.01303 0.83186 0.2636
H 0.19819 3.65573 0.65814 0.3224
H 2.06540 1.42084 3.04871 0.3693
H 3.15655 3.05180 4.98074 0.3981
H 0.72734 5.34850 2.54722 0.3681
```



Record 3
Here is C15H16BrN3O4S as an isolated structure at a distorted geometry from the OMol25 dataset. Energies are from ωB97M-V with the def2-TZVPD basis set.

Maximum force ... 0.2598 hartree/bohr
2S+1 ... 1
E_HOMO ... -0.308 Ha
Molecular weight ... 414.28 g mol⁻¹
Frontier orbital gap ... 8.415 eV

```
40
Properties=species:S:1:pos:R:3:mulliken_charge:R:1
O -2.68839 -3.77177 -0.08484 -0.6308
C -1.62517 -3.53132 0.33747 0.8640
N -0.80492 -3.09747 -0.60426 0.0805
C 0.64172 -2.55082 -0.38536 -1.0796
H 0.98082 -2.64325 0.73028 0.5760
C 0.84991 -0.95722 -0.67510 -0.6849
O 0.53471 -0.59834 -1.99753 -0.5239
C -1.12805 -1.01754 -2.16340 -0.2626
H -1.35218 -0.71156 -3.21701 0.3368
C -1.16154 -2.58492 -1.93412 -0.9257
H -2.30575 -2.94703 -2.27139 0.3431
H -0.69498 -3.04663 -2.82774 0.3384
H -1.68333 -0.42420 -1.30205 0.1802
H 1.77395 -0.76857 -0.64795 1.4035
H 0.04774 -0.43336 0.12723 -0.2059
H 1.40151 -3.02825 -1.26816 0.3005
C -1.05243 -3.56434 1.79416 -1.2968
H -1.69844 -4.36576 2.09572 0.4133
H -0.24663 -3.91206 1.86894 1.0086
S -1.54226 -2.13313 2.51558 -0.1805
C -0.14142 -1.27133 2.74400 0.6166
N 1.19174 -1.88765 2.31567 -0.1971
N 1.98681 -0.95802 2.60568 -0.6545
C 1.47807 0.13191 2.90820 0.8148
O -0.28301 -0.03602 3.06477 -0.4491
C 1.87549 1.48044 3.31013 -0.6528
H 2.83282 1.59469 4.10021 0.2496
O 2.34725 1.96778 2.01017 -0.5544
C 1.79171 2.21061 0.90005 0.6037
C 2.42955 2.25540 -0.22257 -0.9337
C 1.55547 2.35244 -1.47986 -0.0722
C 0.18190 2.48450 -1.36833 0.1900
C -0.42321 2.25543 -0.22824 -0.3988
C 0.33292 2.29212 1.05414 -0.6142
H -0.23746 2.19479 1.91700 0.6549
H -1.57594 2.16819 -0.32526 0.2827
Br -0.84334 2.56643 -2.96259 -0.1810
H 2.39956 2.35534 -2.47798 0.1154
H 3.42106 2.26475 -0.27834 0.6834
H 1.13516 2.17828 3.47418 0.4421
```



Record 4
Here is one molecule with the formula C15H16ClN3O3S2 from the OMol25 dataset. Energies are from ωB97M-V with the def2-TZVPD basis set.

Maximum force ... 0.0155 hartree/bohr
2S+1 ... 1
E_HOMO ... -0.322 Ha
Molecular weight ... 385.90 g mol⁻¹
Frontier orbital gap ... 8.695 eV
SMILES ... CCCNC(=O)NS(=O)(=O)c1cnccc1Sc1ccc(Cl)cc1

```
40
Properties=species:S:1:pos:R:3:mulliken_charge:R:1
C 2.52274 -1.06884 2.55958 -0.9022
C 2.87734 0.35599 2.97335 -0.3322
C 1.64422 1.25463 3.09557 -0.8956
N 0.94188 1.39373 1.83457 0.1126
C 1.22074 2.41653 1.00442 0.4480
O 1.80082 3.43409 1.29374 -0.6572
N 0.67433 2.25907 -0.28597 -0.1750
S 0.09505 0.90036 -1.05918 1.1549
O 0.46860 1.02504 -2.43094 -0.6222
O 0.52481 -0.25334 -0.31809 -0.6129
C -1.67984 1.10133 -0.89939 0.0063
C -2.16841 1.80312 0.19322 -0.3538
N -3.43855 2.11880 0.34938 -0.5750
C -4.28828 1.77127 -0.60708 -0.4537
C -3.91987 1.04561 -1.72330 -0.3546
C -2.58229 0.66603 -1.86814 0.3242
S -2.13851 -0.31770 -3.25542 -0.1820
C -1.01415 -1.48145 -2.51731 -0.3896
C -1.38269 -2.13883 -1.35304 0.0629
C -0.51408 -3.04410 -0.77603 -0.7889
C 0.70882 -3.29124 -1.37989 0.4805
Cl 1.80515 -4.39460 -0.64388 -0.2301
C 1.06239 -2.66401 -2.56486 -0.7354
C 0.19353 -1.75616 -3.13825 -0.0345
H 3.41698 -1.68702 2.54163 0.3734
H 2.07801 -1.09364 1.56660 0.1032
H 1.81980 -1.50608 3.26608 0.2889
H 3.38606 0.34180 3.93911 0.3576
H 3.55822 0.79317 2.24074 0.2565
H 0.94399 0.83595 3.82387 0.3364
H 1.93800 2.25716 3.41288 0.4526
H 0.65171 0.52838 1.39587 0.1829
H 0.88159 3.02835 -0.90428 0.2435
H -1.49529 2.12979 0.97310 0.5558
H -5.31399 2.07551 -0.45189 0.3847
H -4.63963 0.75103 -2.46970 0.4412
H -2.33605 -1.93335 -0.88828 0.4452
H -0.77882 -3.54717 0.14039 0.4342
H 2.01623 -2.87100 -3.02377 0.4388
H 0.45944 -1.23820 -4.04540 0.4108
```



Record 5
Here is one molecule with the formula C15H16ClN3O4S at a distorted geometry from the OMol25 dataset. Energies are from ωB97M-V with the def2-TZVPD basis set.

Maximum force ... 0.1083 hartree/bohr
2S+1 ... 1
E_HOMO ... -0.320 Ha
Molecular weight ... 369.83 g mol⁻¹
Frontier orbital gap ... 8.242 eV
SMILES ... NS(=O)(=O)c1cc(C(=O)NN2CC[C@@H](c3ccco3)C2)ccc1Cl

```
40
Properties=species:S:1:pos:R:3:mulliken_charge:R:1
N -1.39446 -1.44311 -3.57633 -0.5867
S -1.20321 0.10504 -3.96965 1.2551
O -2.24837 0.75371 -3.27067 -0.6467
O -1.41289 0.04546 -5.44522 -0.6764
C 0.53044 0.39860 -3.24362 0.2848
C 0.48244 1.02272 -2.07315 -0.3844
C 1.69722 1.33585 -1.40136 0.1650
C 1.69136 1.64211 -0.00342 0.2958
O 2.69037 2.06978 0.52764 -0.6258
N 0.72588 1.16893 0.90527 0.3082
N 0.75744 1.18145 2.34145 -0.2298
C -0.32482 1.82510 3.11939 -0.6639
C -1.03350 0.76586 3.95570 -0.9961
C -0.33230 -0.56170 3.57077 0.4743
C -0.99811 -1.18617 2.31699 -0.0039
C -1.71934 -0.74004 1.25587 -0.4151
C -1.88874 -1.84502 0.34597 -0.1133
C -1.49411 -2.94662 1.03545 -0.6653
O -0.93573 -2.58964 2.30005 -0.4224
C 1.01144 -0.07798 3.08326 -1.0171
C 2.89228 1.06178 -2.07807 -0.8293
C 2.92134 0.35732 -3.24710 -0.4132
C 1.71925 -0.05294 -3.84491 -0.0697
Cl 1.72305 -1.17807 -5.26475 -0.1718
H -1.31237 -1.89414 -4.49266 0.3343
H -2.37571 -1.51680 -3.31802 0.3146
H -0.45511 1.21827 -1.61348 0.6748
H -0.09004 0.75294 0.48448 -0.0413
H -1.06459 2.34645 2.48169 0.3014
H 0.06915 2.55705 3.83672 0.3334
H -2.12892 0.72011 3.77845 0.3233
H -0.87995 0.88330 4.99088 0.4190
H -0.29410 -1.23875 4.44886 0.5357
H -2.10362 0.26957 1.12549 0.6166
H -2.20007 -1.77648 -0.71500 0.2743
H -1.77058 -4.00349 0.71805 0.3490
H 1.68693 0.03066 3.96758 0.3260
H 1.46737 -0.81471 2.46366 0.4373
H 3.83365 1.28912 -1.65736 0.5161
H 3.76103 0.06448 -3.83890 0.4333
```



Record 6
Here is one molecule with the formula C15H16ClN3OS from the OMol25 dataset. Energies are from ωB97M-V with the def2-TZVPD basis set.

Maximum force ... 0.0136 hartree/bohr
2S+1 ... 1
E_HOMO ... -0.297 Ha
Molecular weight ... 321.83 g mol⁻¹
Frontier orbital gap ... 8.623 eV
SMILES ... C=CCn1c(-c2ccc(Cl)cc2)cnc1S[C@H](C)C(N)=O

```
37
Properties=species:S:1:pos:R:3:mulliken_charge:R:1
C 3.28789 1.19577 1.72374 -0.8552
C 2.04605 0.75869 1.79268 0.2572
C 0.90689 1.34696 1.00845 -1.3532
N 0.20490 0.33229 0.26330 0.3074
C -1.03540 -0.22195 0.51009 0.4913
C -1.90179 0.08368 1.63654 0.4002
C -3.27577 0.19832 1.41481 -0.5074
C -4.14332 0.46616 2.45411 -0.8127
C -3.64210 0.62392 3.73768 0.4356
Cl -4.72130 0.96963 5.04261 -0.2139
C -2.28440 0.49980 3.98379 -0.8775
C -1.42248 0.22750 2.93827 0.0152
C -1.25876 -1.09117 -0.52948 -1.1976
N -0.20199 -1.09600 -1.37830 -0.4766
C 0.65655 -0.22738 -0.88723 0.2173
S 2.20237 0.22904 -1.54725 -0.1623
C 2.12097 -0.22931 -3.32614 0.1808
C 0.85380 0.27531 -3.99420 -1.3344
C 2.36723 -1.72515 -3.55756 0.3952
N 1.40549 -2.53276 -3.09480 -0.2605
O 3.35078 -2.10449 -4.15640 -0.6559
H 4.07894 0.74984 2.30059 0.2648
H 3.56302 2.01933 1.08679 0.2722
H 1.79108 -0.08262 2.42372 0.2475
H 1.29732 2.08560 0.30064 0.5228
H 0.18900 1.83487 1.67522 0.5207
H -3.65931 0.08457 0.41251 0.4796
H -5.20278 0.55719 2.27373 0.4201
H -1.90556 0.60839 4.98791 0.4237
H -0.37314 0.09746 3.15086 0.3145
H -2.09908 -1.73173 -0.70401 0.5675
H 2.99401 0.29688 -3.72421 0.3261
H 0.89663 0.04411 -5.05660 0.3891
H 0.76771 1.35376 -3.87435 0.3350
H -0.02653 -0.19910 -3.56793 0.3089
H 1.52793 -3.52563 -3.20551 0.2099
H 0.64513 -2.17177 -2.51408 0.4044
```